Entry 1:
The following is a DFT calculation (wB97M-V/def2-TZVPD) of a molecular structure, C30H32AsN3O2S3Ti at a distorted geometry.

Output
2S+1: 2
Energy relative to the best compared isomer or geometry (same formula, charge and spin) (kcal/mol): 30.9
Frontier orbital gap (spin up / spin down) (eV): 6.24 / 5.98
Total charge: +1

Last column: Löwdin charge in e.
CARTESIAN COORDINATES (ANGSTROEM)
Ti -0.12450 0.37750 0.05510  0.50
C -2.78900 0.15490 4.67640  -0.40
S -3.65300 -0.51120 3.23040  0.91
C -2.51890 -0.11100 1.97860  -1.04
S -1.06540 0.74990 2.31040  0.75
N -2.85540 -0.48800 0.77990  -0.08
N -2.01590 -0.14100 -0.20800  -0.22
C -2.43840 -0.32720 -1.44940  -0.05
C -1.54360 0.06860 -2.45880  -0.25
C -1.83710 0.04920 -3.83820  0.01
C -0.93980 0.59720 -4.71600  -0.02
C 0.24540 1.15620 -4.21300  -0.01
C 0.50430 1.07940 -2.86410  -0.12
N -0.34700 0.53710 -1.98350  -0.03
H -3.43320 -0.01710 5.53110  0.05
H -2.61070 1.21640 4.53720  0.02
H -1.84530 -0.37250 4.79250  0.01
H -3.41870 -0.74190 -1.63460  0.15
H -2.77240 -0.37740 -4.16710  0.13
H -1.14040 0.61980 -5.77710  0.12
H 0.95040 1.63000 -4.87700  0.12
H 1.44270 1.45020 -2.46550  0.08
C -1.35460 3.21740 0.14840  -0.06
O -0.16760 2.48870 -0.15190  -0.36
C 1.02610 3.22530 0.09070  -0.16
C 1.44350 3.14380 1.55980  -0.18
O 1.44100 1.76550 1.87320  -0.41
C 2.07400 1.47180 3.10500  -0.09
H -1.39380 4.12810 -0.45840  0.11
H -1.41500 3.48640 1.20860  0.09
H -2.20310 2.57460 -0.10360  0.10
H 0.89520 4.26140 -0.23690  0.14
H 1.80810 2.74490 -0.50900  0.11
H 0.74900 3.68730 2.22210  0.14
H 2.45000 3.56690 1.68250  0.14
H 3.14860 1.67530 3.04310  0.10
H 1.90060 0.41150 3.29450  0.07
H 1.64100 2.06370 3.91920  0.10
S 2.20640 -0.03730 -0.32280  0.71
C 2.67830 -1.71790 -0.15410  -0.65
C 3.96600 -2.10220 -0.52490  -0.11
C 4.35320 -3.42170 -0.40600  -0.07
C 3.47450 -4.37090 0.09490  -0.07
C 2.19860 -3.99490 0.47510  -0.09
C 1.79030 -2.67010 0.36080  -0.39
As -0.01200 -2.08750 0.81440  1.34
C -0.91670 -3.62510 -0.00340  -0.34
C -1.24440 -3.53390 -1.35350  -0.11
C -1.74570 -4.63520 -2.02710  -0.07
C -1.90440 -5.83930 -1.36140  -0.07
C -1.56690 -5.94280 -0.02230  -0.06
C -1.07940 -4.84040 0.65810  -0.11
C -0.08480 -2.48940 2.73100  -0.36
C 1.01720 -2.19810 3.53320  -0.11
C 0.91920 -2.27040 4.91280  -0.07
C -0.27260 -2.66630 5.49880  -0.08
C -1.36660 -2.98080 4.70730  -0.09
C -1.28320 -2.87730 3.32900  -0.15
H 4.64600 -1.35670 -0.90950  0.10
H 5.34520 -3.71640 -0.70960  0.11
H 3.78690 -5.39830 0.19300  0.11
H 1.49980 -4.73040 0.86220  0.10
H -1.08470 -2.59420 -1.88000  0.09
H -2.00140 -4.56560 -3.07390  0.11
H -2.28390 -6.70020 -1.88840  0.11
H -1.67200 -6.88670 0.49020  0.11
H -0.80720 -4.91760 1.70600  0.10
H 1.96030 -1.92810 3.06120  0.11
H 1.76590 -2.00180 5.52860  0.11
H -0.35230 -2.72980 6.57290  0.11
H -2.29080 -3.29290 5.16780  0.11
H -2.14880 -3.08450 2.70420  0.10

***

Entry 2:
The following is a DFT calculation (wB97M-V/def2-TZVPD) of a molecular structure, C30H32BrMoN9O4S4.

Output
2S+1: 3
Energy relative to the best compared isomer or geometry (same formula, charge and spin) (kcal/mol): 0.0
Frontier orbital gap (spin up / spin down) (eV): 7.39 / 6.69
Total charge: +2

Last column: Löwdin charge in e.
CARTESIAN COORDINATES (ANGSTROEM)
Mo 0.42965 -0.14902 -0.23810  1.80
N 1.33501 -1.76401 -3.53707  0.14
C 2.34089 -1.39404 -2.72826  -0.66
N 2.20590 -0.75993 -1.57725  -0.03
C 3.45953 -0.49760 -1.01493  -0.36
C 4.51132 -0.94952 -1.72872  -0.32
S 3.97672 -1.72987 -3.16749  1.13
C 3.51702 0.32502 0.19288  -0.36
C 4.60550 0.64660 0.92128  -0.31
S 4.19752 1.83345 2.10376  1.12
C 2.55894 1.79896 1.55809  -0.70
N 2.33933 0.95497 0.57014  -0.04
N 1.60389 2.54497 2.13828  0.15
H 0.40315 -1.84728 -3.15720  0.06
H 1.53975 -2.31878 -4.35182  0.12
H 5.55858 -0.80376 -1.53283  0.09
H 5.61842 0.30322 0.80874  0.09
H 1.87562 3.29472 2.75200  0.12
H 0.75993 2.69553 1.60537  0.09
O 0.93806 3.26931 -0.77127  -0.05
C 1.62904 2.73508 -1.89141  -0.18
C 0.69106 1.97860 -2.78969  -0.23
C 0.36794 2.52989 -4.02024  0.02
C -0.59765 1.94505 -4.82183  0.00
C -1.23137 0.81377 -4.34768  -0.01
C -0.85201 0.30594 -3.12029  -0.13
N 0.10460 0.84493 -2.34841  0.01
H 0.33271 3.95388 -1.08528  0.12
H 2.40903 2.08750 -1.50028  0.10
H 2.11082 3.52722 -2.46914  0.13
H 0.86440 3.43885 -4.33037  0.13
H -0.86183 2.37707 -5.77665  0.13
H -2.01579 0.32242 -4.90376  0.13
H -1.34603 -0.57154 -2.72755  0.10
O -2.69160 2.68635 -1.54999  0.07
C -3.30942 2.89470 -0.36255  -0.25
C -4.41270 3.74595 -0.37499  0.00
C -5.09496 4.01600 0.79109  -0.05
C -4.69385 3.44833 2.00131  -0.06
C -3.60665 2.60785 2.02066  -0.02
C -2.89691 2.31063 0.84579  -0.08
C -1.75030 1.40383 0.93008  -0.40
O -1.10739 1.09948 -0.18855  -0.28
N -1.35684 0.88906 2.04015  0.03
N -0.19976 0.11697 1.85067  -0.19
C 0.33323 -0.13281 3.01893  -0.88
S 1.79840 -1.02441 3.30291  1.01
C 1.56080 -1.17712 5.09468  -0.47
C 0.88419 0.08105 5.58152  -0.49
S -0.46575 0.47657 4.44180  1.01
H -1.96501 2.06090 -1.39826  0.05
H -4.71343 4.17968 -1.31789  0.13
H -5.95097 4.67626 0.76358  0.12
H -5.23178 3.66613 2.91187  0.11
H -3.27950 2.15403 2.94562  0.11
H 2.54728 -1.31544 5.53556  0.09
H 0.95428 -2.06111 5.28862  0.08
H 1.57686 0.92192 5.61204  0.08
H 0.44867 -0.05492 6.57040  0.09
Br -3.99057 -5.07881 -1.93850  0.80
C -2.78858 -3.71049 -1.46954  -0.70
C -3.25981 -2.53280 -0.90691  -0.10
C -2.36683 -1.52524 -0.57062  -0.10
C -0.98238 -1.65437 -0.76606  -0.30
C -0.55198 -2.86930 -1.32004  -0.17
C -1.43001 -3.88352 -1.68181  -0.12
H -4.31947 -2.40180 -0.73681  0.11
H -2.78245 -0.62200 -0.14540  0.10
H 0.50572 -3.06058 -1.47454  0.08
H -1.06375 -4.80431 -2.11500  0.11
C -0.58517 -3.36807 2.04701  -0.02
N 0.69100 -3.76971 1.47236  0.08
C 1.55060 -2.97851 0.84551  -0.59
N 2.67535 -3.52382 0.33247  0.23
O 1.40223 -1.72713 0.72093  -0.27
H -0.59482 -3.59254 3.11248  0.10
H -1.39546 -3.90118 1.55156  0.10
H -0.72778 -2.30410 1.89661  0.06
H 0.91262 -4.75319 1.50585  0.16
H 2.95684 -4.46329 0.55777  0.13
H 3.38814 -2.88674 0.01462  0.10

***

Entry 3:
The following is a DFT calculation (wB97M-V/def2-TZVPD) of a molecular structure, C30H32ClGeMnN5O2.

Output
2S+1: 2
Energy relative to the best compared isomer or geometry (same formula, charge and spin) (kcal/mol): 0.0
Frontier orbital gap (spin up / spin down) (eV): 4.28 / 4.65
Total charge: -2

Last column: Löwdin charge in e.
CARTESIAN COORDINATES (ANGSTROEM)
Mn -0.85791 -0.48477 0.00965  0.45
O 1.67179 2.52060 1.18477  0.03
C 0.86368 1.60580 1.03387  -0.44
N 0.55990 0.90500 -0.10833  0.08
C 1.34841 0.88277 -1.21895  -0.43
O 2.40748 1.47846 -1.39647  0.02
C 0.86057 -0.12073 -2.28542  -0.44
C 0.90639 0.51262 -3.65531  -0.08
C -0.01673 0.19468 -4.57701  -0.16
C -1.12180 -0.66148 -4.25204  -0.15
C -1.30292 -0.94452 -2.91630  -0.21
N -0.47933 -0.60841 -1.92788  -0.03
C 0.05624 1.08589 2.17614  -0.18
C 0.20814 1.61510 3.45092  -0.03
C -0.53618 1.11491 4.50119  -0.11
C -1.44558 0.07639 4.22150  -0.09
C -1.55633 -0.39796 2.93598  -0.18
N -0.81881 0.06507 1.90381  0.00
H 1.71304 1.20978 -3.84681  0.09
H 0.04939 0.62732 -5.57287  0.08
H -1.85403 -0.96224 -4.98771  0.05
H -2.20338 -1.46256 -2.58966  0.10
H 0.92715 2.41534 3.57090  0.11
H -0.43189 1.51383 5.50321  0.08
H -2.06936 -0.35088 4.99745  0.09
H -2.24316 -1.19663 2.68547  0.09
C -2.56441 -5.08139 0.39000  -0.16
C -3.44701 -4.01156 0.47601  -0.14
C -2.98123 -2.70264 0.38839  -0.15
C -1.62274 -2.37849 0.20479  -0.20
C -0.76976 -3.49569 0.10445  -0.16
C -1.21490 -4.81073 0.19969  -0.14
H -2.92041 -6.10401 0.46595  0.07
H -4.50880 -4.19846 0.61610  0.08
H -3.70503 -1.89876 0.47166  0.04
H 0.29293 -3.33375 -0.06221  0.07
H -0.50504 -5.62977 0.11656  0.08
N 1.97394 -2.18481 3.65012  0.12
C 1.18881 -2.24739 2.52690  -0.16
N 1.66678 -1.57771 1.52630  0.14
C 2.84018 -1.00675 2.00086  -0.21
C 3.73541 -0.15506 1.35628  0.00
C 4.84183 0.26468 2.06867  -0.09
C 5.05726 -0.13668 3.39688  -0.12
C 4.16298 -0.95983 4.05851  -0.05
C 3.05090 -1.37924 3.33585  -0.21
H 1.73704 -2.55468 4.55118  0.14
H 0.25723 -2.79273 2.50453  0.12
H 3.53670 0.20458 0.35469  0.09
H 5.54779 0.93665 1.59723  0.10
H 5.93287 0.22516 3.92350  0.09
H 4.31624 -1.24630 5.09225  0.09
C 3.66373 -0.98699 -4.85545  -0.23
Ge 3.65289 -1.23054 -2.90410  0.82
C 4.35394 -3.06475 -2.65299  -0.24
C 5.01920 -0.07729 -2.11354  -0.22
C 1.83348 -1.33365 -2.20154  -0.19
H 4.53344 -1.48984 -5.28652  0.00
H 3.68951 0.06568 -5.13677  0.01
H 2.75640 -1.42082 -5.27654  0.01
H 5.38024 -3.13940 -3.02176  0.00
H 3.74131 -3.79126 -3.19020  0.01
H 4.35184 -3.33339 -1.59464  0.01
H 5.88031 -0.04201 -2.78498  0.01
H 5.34026 -0.49037 -1.15616  0.00
H 4.63133 0.92512 -1.94627  0.00
H 1.88078 -1.67103 -1.15905  0.05
H 1.37315 -2.14067 -2.78229  0.08
Cl -3.87033 0.74515 0.98564  0.33
C -2.55820 0.47650 -0.30834  -0.61
H -2.27514 1.49872 -0.57760  -0.01
H -3.12680 0.05457 -1.13862  -0.02

***

What is the energy relative to the best compared isomer or geometry (same formula, charge and spin) in the third record?
0.0 kcal/mol